176
Properties=species:S:1:pos:R:3:lowdin_charge:R:1 method="wB97M-V/def2-TZVPD" smiles="CCOC(=O)C(F)(F)F.CCOC(=O)C(F)(F)F.CCN(CC)CC.CCN(CC)CC.CCN(CC)CC.CCN(CC)CC.CC(C)=O.CC(C)=O.CC(C)=O.CC(C)=O.CC(C)=O.CC(C)=O" homo_ev=-8.2277 spin_multiplicity=1 total_charge=0
F 1.08975 2.21409 -1.86861 0.164
F -2.71588 2.17135 7.49651 0.175
F -0.94842 2.69946 -2.41131 0.180
F -0.15042 0.70373 -2.72460 0.163
F -0.93407 3.32014 7.05930 0.188
F -2.89216 4.21203 6.84273 0.181
O -0.45023 0.14702 -0.23432 0.038
O -2.39020 3.13910 -4.90872 0.051
O -1.04444 2.23823 0.25480 0.161
O -5.00088 3.05867 0.35303 0.059
O -1.72955 1.50219 4.98280 0.146
O 0.01454 6.76041 -1.81224 0.069
O 1.03368 0.97139 7.56465 0.074
O 3.47102 -1.82631 5.59587 0.071
O -3.21315 -2.42916 2.16171 0.051
O -2.63050 3.45583 4.38084 0.048
N -2.40050 -2.75924 -5.02123 -0.182
N 2.13484 4.62376 2.68696 -0.168
N 3.76961 -1.90041 -1.31123 -0.182
N 1.05647 -5.54541 -0.67414 -0.196
C 3.42396 -1.52422 -3.80584 -0.073
C 2.18300 3.91240 1.40483 -0.245
C -2.05525 2.05898 -5.33717 -0.490
C -2.45089 3.17287 2.98950 -0.207
C 2.60205 -1.18585 -0.79387 -0.237
C 3.64283 -3.35287 -1.36231 -0.231
C -0.73963 1.91289 -6.06282 -0.014
C -3.04323 -2.12957 3.32317 -0.500
C -0.30264 -5.06083 -0.82775 -0.236
C 0.44904 5.59411 4.25597 -0.057
C 1.76709 1.18766 5.32291 -0.026
C -1.41771 -2.09186 -7.17004 -0.086
C 3.13009 4.14434 3.64802 -0.255
C -0.61268 -3.85571 0.05375 -0.078
C -0.17899 6.40055 -2.94792 -0.494
C -2.07319 -2.94351 4.17292 -0.007
C -0.16093 1.76356 -1.92330 -0.556
C -3.70976 -0.95257 3.94861 -0.011
C -4.02751 2.91060 -1.77517 -0.006
C -2.18786 2.57125 5.25484 -0.385
C 1.45353 -5.94372 0.67503 -0.277
C -2.18770 3.09925 6.70262 -0.575
C -6.50011 3.66255 -1.37289 -0.019
C -1.19025 -3.47527 -4.55026 -0.245
C -2.76035 0.78461 -4.92778 -0.016
C 4.29188 -1.34683 -2.55888 -0.253
C 4.26633 -1.16534 3.48364 -0.015
C -0.04771 0.07282 2.20224 -0.039
C 0.55361 -0.91583 6.20589 -0.031
C 1.52538 -6.51431 -1.65644 -0.245
C 0.58991 -7.07235 1.26764 -0.072
C 1.09592 0.47406 6.46917 -0.491
C -2.58253 -2.77625 -6.46663 -0.259
C 1.49167 -5.99354 -3.08780 -0.078
C -4.83678 -2.61039 -4.46452 -0.092
C 0.62236 5.31666 -3.62253 -0.009
C -0.61549 1.41479 -0.49489 -0.407
C -5.18292 3.18324 -0.83711 -0.487
C 3.44970 -3.94147 0.02601 -0.092
C -1.20462 7.12595 -3.79582 -0.025
C 0.78285 4.48300 3.23397 -0.255
C 4.29096 -2.00903 4.72979 -0.488
C -3.51481 -3.34576 -4.28499 -0.271
C 2.93989 0.27203 -0.47884 -0.078
C -0.88805 -0.39687 1.01251 -0.153
C 4.57221 4.35553 3.21083 -0.085
C 1.57861 4.74174 0.26566 -0.075
C 5.25112 -3.17998 4.75220 -0.012
C -0.45733 -2.53356 -3.59176 -0.072
C -2.76357 4.46493 2.24689 -0.052
H -0.70642 7.94298 -4.32739 0.087
H 0.49861 -5.76078 -3.47368 0.051
H -3.31790 -3.31370 -3.21052 0.112
H 3.31409 -2.58542 -4.03610 0.061
H 1.90149 4.34958 -0.69716 0.052
H -2.42224 4.43771 1.21356 0.073
H -0.54681 -2.74758 -7.22135 0.065
H -0.33069 -1.55217 -4.04464 0.052
H 2.44808 -3.72919 0.41021 0.043
H -1.92349 -3.88273 3.64208 0.076
H -4.26770 2.00512 -2.33731 0.078
H -0.85484 -1.47349 0.90581 0.089
H -3.86154 3.78498 -2.40379 0.092
H 2.83250 0.97661 5.25361 0.078
H 0.46889 6.51856 3.67868 0.078
H 1.00941 -7.40959 2.21815 0.073
H -5.54190 -3.00756 -3.72771 0.074
H -1.14947 -1.22867 -6.55435 0.053
H 5.28346 -1.78927 -2.70471 0.113
H -2.47717 -3.21770 5.14816 0.088
H 1.42004 5.05500 -2.93295 0.073
H -3.18031 -0.63865 4.84690 0.068
H 1.17144 5.68384 5.06416 0.062
H 3.05925 0.89117 -1.36415 0.060
H -3.47610 -2.20840 -6.73160 0.104
H 0.09120 4.62939 2.40556 0.091
H -1.59258 -3.53056 -0.30058 0.081
H 2.97898 4.64747 4.60247 0.108
H 0.93267 -7.44387 -1.60653 0.109
H -4.74192 -1.23536 4.16781 0.099
H -0.60635 -3.79673 -5.41932 0.105
H -1.03073 -5.87031 -0.67106 0.122
H -6.48385 4.70566 -1.69005 0.089
H -5.35912 -2.87888 -5.38841 0.068
H 0.79470 -1.22831 5.19118 0.053
H -1.05224 -2.36507 -2.69089 0.070
H 1.28302 0.97439 4.37074 0.054
H -1.92876 -0.12497 1.19157 0.126
H -3.12195 2.39150 2.62662 0.121
H -3.74271 -0.09512 3.27599 0.078
H 6.16717 -2.94663 4.21373 0.078
H -2.69313 -3.79916 -6.85617 0.121
H 4.16236 -3.55737 0.75680 0.078
H 0.56289 3.49890 3.67661 0.100
H 4.61479 -3.71600 -1.71031 0.121
H 0.48717 4.65086 0.25879 0.054
H -1.17028 -2.34390 4.28480 0.059
H -4.73466 -1.52939 -4.39322 0.063
H 1.70614 2.92021 1.47366 0.104
H -0.35157 -4.67651 -1.84611 0.078
H -0.51980 -0.92711 6.40833 0.081
H -2.05500 0.14443 -4.39631 0.066
H -0.62791 -4.03798 1.12544 0.067
H 2.96746 3.06402 3.77657 0.096
H 5.46170 -3.52930 5.75713 0.083
H -0.83218 1.20669 -6.88988 0.074
H -0.35389 2.85711 -6.44097 0.082
H 0.50759 -2.94111 -3.27476 0.057
H 1.00565 -0.21601 2.13353 0.074
H 4.56631 -0.29907 -2.44189 0.100
H -3.84686 4.57755 2.21292 0.072
H 1.72113 -1.20071 -1.45299 0.102
H 2.09048 -5.09334 -3.23544 0.051
H 2.09952 0.74322 0.04276 0.044
H 2.41304 -1.12975 -3.69384 0.053
H -1.36497 -4.44576 -4.07047 0.096
H -3.14337 0.25511 -5.80062 0.082
H 3.80849 0.39581 0.16733 0.082
H 4.69081 -3.93048 4.18645 0.092
H 1.88766 -6.79201 -3.72072 0.078
H 0.87936 5.66831 -4.62082 0.089
H -0.40957 -6.72042 1.53193 0.065
H 2.31786 -1.65662 0.14775 0.093
H 4.78258 3.67258 2.38650 0.055
H -7.19658 3.64992 -0.53310 0.082
H -0.54696 5.39633 4.65219 0.057
H 1.72570 5.80763 0.42040 0.082
H 3.93463 -1.01946 -4.62626 0.074
H 4.80064 5.36847 2.88419 0.079
H -3.13316 2.70291 -1.19581 0.054
H 0.00451 1.54940 -5.34934 0.083
H 1.28215 -5.08579 1.33467 0.096
H -0.40852 -0.42054 3.10742 0.063
H 5.21141 4.07808 4.05003 0.073
H 2.86669 -3.67468 -2.06886 0.082
H 1.65960 2.24649 5.56563 0.074
H 2.51934 -6.15892 0.71027 0.089
H -6.86110 3.00804 -2.16503 0.083
H 3.22205 3.68977 1.15305 0.096
H 0.48039 -7.89734 0.56524 0.065
H -0.03512 4.45741 -3.77428 0.061
H 0.13038 -3.10298 -0.21969 0.064
H -3.57765 0.98485 -4.23762 0.064
H -0.05732 1.14976 2.35643 0.052
H 0.96178 -1.66112 6.88836 0.086
H 3.58146 -0.32167 3.51408 0.059
H -1.91817 7.65467 -3.16304 0.080
H -1.59599 -1.73511 -8.18294 0.075
H 3.92750 -1.77609 2.63924 0.077
H -3.68361 -4.40619 -4.53341 0.119
H -1.74132 6.50836 -4.51440 0.076
H 3.53589 -5.03025 0.03273 0.049
H -2.30770 5.31710 2.75032 0.076
H 5.25599 -0.78332 3.22451 0.089
H 2.53000 -6.87402 -1.42891 0.118
H -1.46597 2.81254 2.69434 0.080